1.
100
Properties=species:S:1:pos:R:3:lowdin_charge:R:1 method="wB97M-V/def2-TZVPD" lumo_energy_ev="4.52 / 4.52" e_homo_ev="0.028 / 0.042" multiplicity=6 homo_lumo_gap_ev="4.4893 / 4.4749" total_charge=-3
Fe 1.70416 -0.54263 -2.21741 0.99
C 5.45997 -6.58094 3.26877 -0.12
O 4.30125 -6.12166 2.61435 -0.17
C 3.88817 -4.85861 3.07841 -0.24
C 2.60932 -4.44906 2.43099 -0.09
N 2.78722 -4.34352 0.93584 0.06
H 3.22578 -3.39009 0.80027 0.04
H 3.51153 -5.00685 0.67246 0.17
C 1.53534 -4.18764 0.06629 -0.05
C 0.55890 -5.32203 0.28911 -0.18
O -0.08326 -5.32110 1.58494 -0.24
C -0.55972 -6.60969 1.88381 -0.14
H 6.25318 -5.87120 3.52237 0.09
H 5.96533 -7.32744 2.65720 0.08
H 5.15359 -7.04413 4.21290 0.08
H 4.66258 -4.10554 2.85268 0.14
H 3.87212 -4.81343 4.17623 0.13
H 2.22774 -3.51204 2.82113 0.15
H 1.96610 -5.31297 2.59608 0.12
H 1.94632 -4.10406 -0.93660 0.14
H 1.03909 -3.28876 0.43335 0.12
H 0.98053 -6.29469 0.01193 0.12
H -0.33145 -5.19806 -0.33846 0.13
H 0.22043 -7.35926 2.05773 0.08
H -1.33767 -6.94476 1.19459 0.09
H -1.01287 -6.52347 2.87672 0.08
S 2.92960 0.80460 -4.25902 0.28
O 2.07744 1.19017 -3.07313 -0.44
O 2.35792 1.29867 -5.49039 -0.34
O 4.28988 1.22966 -4.06854 -0.35
O 2.69599 -0.63213 -4.00827 -0.37
S -0.66628 -1.58516 -4.36195 0.27
O -0.78698 -0.46318 -5.26929 -0.35
O -0.24850 -2.79519 -5.05791 -0.38
O 0.27770 -1.25184 -3.26353 -0.40
O -1.99533 -1.84085 -3.71470 -0.44
S 3.84633 -1.57979 -0.97415 0.32
O 5.18137 -1.67059 -1.51925 -0.31
O 3.79485 -2.10215 0.39546 -0.34
O 3.23776 -0.22329 -1.04040 -0.37
O 2.82778 -2.17237 -1.85746 -0.39
C -0.55996 0.13329 1.16851 0.03
C 0.19804 -0.11031 -0.13697 -0.65
O 0.67762 -1.24054 -0.44807 -0.12
O 0.33630 0.73773 -1.05120 -0.04
H -0.36532 -0.76865 1.74557 0.07
H -1.60975 0.17058 0.87195 0.07
H -0.25866 1.07376 1.61991 0.05
C -2.22070 8.08459 2.23886 -0.11
C -1.57748 7.13043 1.21962 -0.28
N -1.94145 5.76964 1.52846 -0.18
C -1.95413 4.97740 0.29424 -0.24
C -3.17116 5.32340 -0.56669 -0.08
C -1.01783 5.22189 2.52032 -0.26
C -1.30889 3.78102 2.92676 -0.08
H -3.29695 7.92840 2.17100 0.07
H -1.93923 9.12166 2.01528 0.06
H -1.89227 8.00859 3.27781 0.05
H -1.80768 7.55300 0.24288 0.11
H -0.48477 7.29120 1.25836 0.11
H -0.98468 5.03041 -0.21987 0.11
H -2.04608 3.92610 0.57894 0.10
H -3.08123 6.30005 -1.04054 0.05
H -3.46044 4.60047 -1.32968 0.06
H -4.02553 5.28352 0.11579 0.07
H -0.92200 5.88464 3.38708 0.10
H 0.04415 5.31016 2.22856 0.09
H -2.34532 3.48009 2.77645 0.08
H -1.17230 3.69579 4.00880 0.06
H -0.63295 3.08073 2.44414 0.05
N -3.52184 0.03902 -2.65574 0.03
C -4.76537 0.53581 -2.95748 -0.15
C -5.11886 1.47381 -1.98314 -0.15
C -3.99538 1.55954 -1.13966 -0.16
C -3.01455 0.71343 -1.58941 -0.11
H -3.02862 -0.68562 -3.24987 0.08
H -5.31117 0.01221 -3.72727 0.09
H -6.04635 2.01729 -1.89835 0.06
H -3.99095 2.20632 -0.27177 0.07
H -1.98028 0.58130 -1.31586 0.09
N -2.80117 -2.80752 -1.16256 0.07
C -3.89068 -3.52047 -0.72453 -0.15
C -3.63282 -4.02750 0.53025 -0.15
C -2.40088 -3.48366 0.92968 -0.14
C -1.90722 -2.75346 -0.13586 -0.12
H -2.69165 -2.29683 -2.04793 0.09
H -4.70362 -3.55995 -1.43400 0.10
H -4.30407 -4.74826 0.97372 0.06
H -1.84336 -3.62369 1.84441 0.08
H -0.95941 -2.23871 -0.19892 0.08
N 2.10783 3.44696 -1.51477 0.05
C 2.83685 4.49949 -1.96994 -0.12
C 2.68376 5.51303 -1.02242 -0.15
C 1.89609 4.97938 0.02697 -0.17
C 1.52799 3.70414 -0.31857 -0.14
H 2.02053 2.52784 -2.00019 0.10
H 3.47150 4.44665 -2.83673 0.11
H 3.17518 6.47335 -1.08918 0.06
H 1.69560 5.52497 0.94117 0.05
H 0.95036 2.93914 0.16856 0.09

***

2.
114
Properties=species:S:1:pos:R:3:lowdin_charge:R:1 method="wB97M-V/def2-TZVPD" lumo_energy_ev=0.12 e_homo_ev=-4.049 homo_lumo_gap_ev=4.1703 total_charge=-1
Li -1.17908 2.36581 -2.58619 0.59
C -5.89697 -1.77754 1.14934 -0.07
C -4.70893 -0.86221 1.41284 -0.21
N -4.01137 -0.48470 0.19496 -0.04
C -4.24793 0.74075 -0.35260 0.00
C -3.64627 1.23679 -1.45311 -0.08
C -3.82080 2.72399 -1.76678 -0.66
O -4.91879 3.22651 -1.49141 -0.02
O -2.78302 3.27755 -2.21720 -0.10
C -2.75572 0.38447 -2.19748 -0.36
O -2.12054 0.71049 -3.20516 -0.02
C -2.57018 -0.97260 -1.65478 -0.07
C -1.64950 -1.79501 -2.30597 0.09
C -1.32760 -2.98605 -1.72837 -0.19
F -0.45787 -3.84364 -2.33757 0.04
C -1.84302 -3.36623 -0.48982 -0.18
C -2.77627 -2.57497 0.13683 0.07
C -3.15894 -1.35952 -0.44331 -0.17
N -1.33884 -4.52937 0.17904 -0.10
C 0.10302 -4.54111 0.33434 -0.15
C 0.47065 -5.52066 1.42692 -0.09
N -0.04996 -6.87332 0.99118 0.05
C -1.54145 -6.85079 0.77368 -0.09
C -1.84756 -5.79768 -0.27663 -0.16
H -6.38928 -2.04279 2.08693 0.07
H -5.58266 -2.69688 0.65269 0.06
H -6.62374 -1.28021 0.50634 0.08
H -3.99830 -1.31871 2.10429 0.11
H -5.03522 0.06098 1.88912 0.12
H -4.92295 1.38253 0.20097 0.14
H -1.16306 -1.43171 -3.20237 0.12
H -3.11518 -2.86812 1.11973 0.11
H 0.43918 -3.53788 0.60671 0.15
H 0.63065 -4.81907 -0.59336 0.13
H -0.02415 -5.28224 2.36611 0.11
H 1.54531 -5.61158 1.57554 0.14
H 0.21124 -7.59857 1.65553 0.18
H 0.39601 -7.10001 0.09884 0.18
H -1.98526 -6.58102 1.73033 0.14
H -1.84638 -7.85377 0.47878 0.13
H -2.92584 -5.73586 -0.41672 0.14
H -1.40586 -6.10836 -1.24284 0.14
C 4.25082 1.83157 -8.70216 -0.07
C 3.63218 1.57004 -7.35562 -0.29
C 4.41166 1.21203 -6.26448 -0.05
C 3.83502 0.96713 -5.02305 -0.06
C 2.46651 1.07668 -4.86759 -0.27
C 1.67039 1.43550 -5.94836 -0.05
C 2.25215 1.67895 -7.17907 -0.04
S 1.68483 0.76048 -3.28540 0.57
O 0.86416 -0.41017 -3.49319 -0.32
O 2.77950 0.62614 -2.34218 -0.34
N 0.74332 2.00788 -3.06123 -0.18
C 1.26798 3.26470 -2.86146 -0.41
C 2.62707 3.61734 -2.71974 -0.03
C 2.95113 4.94288 -2.52475 -0.10
C 1.95000 5.90714 -2.45471 -0.11
C 0.64400 5.46929 -2.59147 -0.16
N 0.30754 4.20554 -2.79924 0.09
H 5.33582 1.90853 -8.62899 0.07
H 3.87390 2.75922 -9.13577 0.07
H 4.02020 1.02675 -9.40442 0.08
H 5.48727 1.13404 -6.38094 0.10
H 4.43880 0.69960 -4.16560 0.11
H 0.60142 1.53350 -5.80518 0.12
H 1.62835 1.96916 -8.01756 0.11
H 3.39277 2.85787 -2.72010 0.09
H 3.99246 5.22315 -2.40903 0.10
H 2.16917 6.95311 -2.28956 0.08
H -0.18578 6.16750 -2.53324 0.11
C -0.15202 -2.89020 4.08652 -0.04
C 0.70848 -1.67365 3.73180 -0.66
C 2.04040 -2.11438 3.13203 -0.02
C 0.95946 -0.84905 4.99626 -0.03
O -0.05375 -0.95406 2.79565 -0.17
Si 0.14427 0.61218 2.19865 -0.18
S -0.91057 0.98456 0.53270 0.46
O -0.24216 1.56281 3.53340 -0.18
C -1.48342 2.13236 3.92390 -0.67
C -2.61690 1.11399 3.77423 -0.05
C -1.77739 3.38479 3.10173 -0.04
C -1.31733 2.50620 5.39617 -0.04
O 1.79793 0.74956 2.16326 -0.18
C 2.63623 1.87491 1.88828 -0.64
C 3.07998 2.43056 3.24063 -0.03
C 3.82261 1.33437 1.09721 -0.03
C 1.93480 2.95895 1.07833 -0.05
H 0.36435 -3.56099 4.78088 0.08
H -0.40815 -3.42443 3.16712 0.05
H -1.08497 -2.55873 4.54438 0.08
H 2.63597 -2.65294 3.87454 0.08
H 2.59427 -1.24173 2.78805 0.07
H 1.88010 -2.76740 2.26613 0.07
H 1.47800 -1.44693 5.75143 0.08
H 0.01036 -0.50069 5.40432 0.07
H 1.56170 0.02737 4.75869 0.08
H -2.74168 0.86064 2.71978 0.03
H -3.55474 1.52390 4.16186 0.08
H -2.37273 0.20300 4.32701 0.08
H -1.79092 3.14125 2.04004 0.04
H -1.00440 4.13633 3.28054 0.08
H -2.74445 3.81048 3.38296 0.08
H -1.15222 1.60959 5.99813 0.07
H -2.20239 3.02561 5.77199 0.08
H -0.45131 3.16028 5.50997 0.08
H 3.63358 1.66858 3.79542 0.08
H 2.20048 2.71440 3.82034 0.08
H 3.72275 3.30561 3.11414 0.08
H 4.37774 0.60708 1.69633 0.08
H 4.50119 2.14504 0.81937 0.08
H 3.46819 0.85440 0.18455 0.07
H 1.09505 3.38365 1.63139 0.08
H 1.54909 2.55142 0.14562 0.06
H 2.64432 3.75806 0.84898 0.09

***

3.
59
Properties=species:S:1:pos:R:3:lowdin_charge:R:1 method="wB97M-V/def2-TZVPD" lumo_energy_ev=-6.01 e_homo_ev=-9.553 homo_lumo_gap_ev=3.5407 total_charge=+1
F -6.00312 0.37354 0.39425 0.08
C -4.80564 1.01090 0.57403 -0.22
C -4.32804 1.14312 1.87507 0.02
C -3.05161 1.65342 2.03339 -0.01
C -2.21616 2.00483 0.92424 -0.21
C -0.80878 2.22576 1.16138 0.08
C 0.09274 3.12741 0.49162 -0.19
C 1.13502 3.74385 1.25614 0.00
C 2.17227 4.44309 0.65646 -0.05
C 2.19657 4.60058 -0.73838 -0.03
C 1.11973 4.13170 -1.50132 -0.05
C 0.06557 3.44264 -0.89925 -0.01
C -2.86578 2.05471 -0.34340 0.01
C -4.12494 1.49409 -0.53939 0.03
H -4.93746 0.86935 2.73559 0.14
H -2.64283 1.80450 3.03095 0.13
H -0.43925 1.84238 2.12858 0.13
H 1.07093 3.65695 2.34207 0.12
H 2.94554 4.89686 1.28142 0.12
H 3.02058 5.14276 -1.20146 0.12
H 1.09825 4.34961 -2.57391 0.12
H -0.78019 3.15862 -1.51917 0.09
H -2.38829 2.52564 -1.19372 0.10
H -4.59689 1.45186 -1.52207 0.14
C 0.50587 -0.11238 -2.34548 -0.01
N 1.24378 -0.42223 -1.14322 -0.05
C 0.62590 -0.73217 0.13958 -0.20
H 0.11710 0.20572 0.54860 0.13
C -0.44348 -1.82752 0.10753 -0.14
C -0.15527 -3.12641 -0.37241 0.01
C -1.14725 -4.10792 -0.39869 0.03
C -2.45165 -3.80035 0.05334 -0.14
N -3.45284 -4.81719 0.02184 -0.31
O -4.61848 -4.56356 0.41034 0.07
O -3.10902 -5.94984 -0.40518 0.07
C -2.74725 -2.50555 0.53416 0.03
C -1.74074 -1.54284 0.57523 -0.01
N 1.80786 -1.05160 0.93379 -0.06
C 1.77034 -1.58167 2.27782 -0.01
C 2.96409 -0.97653 0.19175 -0.16
C 2.61060 -0.57363 -1.11119 -0.17
C 3.49992 -0.74019 -2.18503 -0.02
C 4.77883 -1.24047 -1.90718 -0.08
C 5.13130 -1.64633 -0.60470 -0.08
C 4.21374 -1.56283 0.45032 -0.01
H 1.18798 -0.07654 -3.20381 0.09
H -0.26187 -0.87340 -2.53376 0.10
H 0.01190 0.86891 -2.28243 0.08
H 0.85186 -3.37729 -0.72623 0.14
H -0.94788 -5.11783 -0.75909 0.13
H -3.76118 -2.28345 0.87315 0.12
H -1.95107 -0.54547 0.97879 0.09
H 2.78026 -1.88139 2.58186 0.08
H 1.42085 -0.84275 3.01420 0.09
H 1.10800 -2.45487 2.33184 0.10
H 3.16636 -0.52622 -3.20272 0.10
H 5.50776 -1.33322 -2.71541 0.11
H 6.12953 -2.04771 -0.41708 0.11
H 4.42593 -1.98144 1.43638 0.10

***

Number 1: molar mass 839.74 g/mol. Number 2: molar mass 853.07 g/mol. Number 3: molar mass 454.52 g/mol.